24 unconnected molecules or ions with the total composition C88H216N8O24 at a distorted geometry. Source: the Open Molecules 2025 dataset; level of theory: ωB97M-V with the def2-TZVPD basis set.

Each atom is followed by the atoms it is bonded to, with distances in Å.
Element x y z (Å)
1 C 2.905 0.206 4.703  O2 1.415, H3 1.090, H4 1.090, H5 1.090
2 O 2.414 1.454 5.155  C1 1.415, H6 0.960
3 H 3.619 -0.230 5.402  C1 1.090
4 H 2.091 -0.510 4.593  C1 1.090
5 H 3.415 0.279 3.742  C1 1.090
6 H 3.120 2.049 4.893  O2 0.960
7 C -2.360 5.991 0.224  O8 1.373, H9 1.090, H10 1.090, H11 1.090
8 O -2.842 6.675 1.312  C7 1.373, H12 0.960
9 H -3.220 5.509 -0.242  C7 1.090
10 H -1.901 6.591 -0.562  C7 1.090
11 H -1.593 5.262 0.483  C7 1.090
12 H -3.280 6.032 1.875  O8 0.960
13 C 5.568 -0.166 -6.288  O14 1.399, H15 1.090, H16 1.090, H17 1.090
14 O 6.535 -0.311 -5.286  C13 1.399, H18 0.960
15 H 5.361 -1.084 -6.837  C13 1.090
16 H 4.695 0.261 -5.794  C13 1.090
17 H 5.849 0.650 -6.954  C13 1.090
18 H 7.396 -0.524 -5.652  O14 0.960
19 C -0.983 0.939 4.631  O20 1.450, H21 1.090, H22 1.090, H23 1.090
20 O -0.153 1.138 5.803  C19 1.450, H24 0.960
21 H -0.808 1.735 3.907  C19 1.090
22 H -0.791 0.013 4.090  C19 1.090
23 H -2.045 0.980 4.873  C19 1.090
24 H 0.783 1.260 5.627  O20 0.960
25 C 4.212 3.020 2.381  O26 1.401, H27 1.090, H28 1.090, H29 1.090
26 O 4.513 2.829 3.735  C25 1.401, H30 0.960
27 H 3.526 2.224 2.092  C25 1.090
28 H 3.668 3.943 2.183  C25 1.090
29 H 5.098 3.051 1.746  C25 1.090
30 H 5.246 3.407 3.957  O26 0.960
31 C -4.174 -6.424 -0.721  O32 1.402, H33 1.090, H34 1.090, H35 1.090
32 O -3.676 -5.147 -1.015  C31 1.402, H36 0.960
33 H -3.526 -7.156 -1.202  C31 1.090
34 H -4.205 -6.560 0.360  C31 1.090
35 H -5.159 -6.461 -1.188  C31 1.090
36 H -3.979 -4.929 -1.900  O32 0.960
37 C -3.635 4.620 4.070  O38 1.426, H39 1.090, H40 1.090, H41 1.090
38 O -4.101 4.494 2.729  C37 1.426, H42 0.960
39 H -2.766 3.969 4.170  C37 1.090
40 H -3.276 5.638 4.223  C37 1.090
41 H -4.413 4.312 4.768  C37 1.090
42 H -4.468 3.623 2.559  O38 0.960
43 C -2.667 4.931 -4.105  O44 1.378, H45 1.090, H46 1.090, H47 1.090
44 O -2.778 3.558 -4.078  C43 1.378, H48 0.960
45 H -2.998 5.331 -3.147  C43 1.090
46 H -1.624 5.243 -4.154  C43 1.090
47 H -3.303 5.342 -4.890  C43 1.090
48 H -2.462 3.184 -3.252  O44 0.960
49 C 3.981 1.920 -2.954  O50 1.430, H51 1.090, H52 1.090, H53 1.090
50 O 4.395 1.230 -1.772  C49 1.430, H54 0.960
51 H 4.668 1.717 -3.776  C49 1.090
52 H 2.985 1.681 -3.327  C49 1.090
53 H 4.007 2.990 -2.745  C49 1.090
54 H 4.837 0.416 -2.022  O50 0.960
55 C -5.794 1.609 1.607  O56 1.444, H57 1.090, H58 1.090, H59 1.090
56 O -4.833 1.838 2.661  C55 1.444, H60 0.960
57 H -6.721 1.318 2.101  C55 1.090
58 H -5.854 2.457 0.925  C55 1.090
59 H -5.546 0.753 0.978  C55 1.090
60 H -4.826 1.041 3.196  O56 0.960
61 C 5.394 -2.282 -2.837  O62 1.403, H63 1.090, H64 1.090, H65 1.090
62 O 5.578 -0.891 -2.841  C61 1.403, H66 0.960
63 H 4.584 -2.618 -2.190  C61 1.090
64 H 5.074 -2.663 -3.806  C61 1.090
65 H 6.212 -2.922 -2.505  C61 1.090
66 H 5.951 -0.628 -3.686  O62 0.960
67 C -6.068 -0.514 5.015  O68 1.413, H69 1.090, H70 1.090, H71 1.090
68 O -5.366 -0.837 3.832  C67 1.413, H72 0.960
69 H -7.155 -0.498 4.936  C67 1.090
70 H -5.773 -1.099 5.886  C67 1.090
71 H -5.794 0.519 5.231  C67 1.090
72 H -5.558 -1.767 3.690  O68 0.960
73 C -5.761 -3.262 1.893  O74 1.457, H75 1.090, H76 1.090, H77 1.090
74 O -6.174 -3.639 3.239  C73 1.457, H78 0.960
75 H -6.564 -3.348 1.162  C73 1.090
76 H -5.505 -2.212 1.749  C73 1.090
77 H -4.852 -3.764 1.559  C73 1.090
78 H -6.371 -4.578 3.200  O74 0.960
79 C -4.020 -4.088 -4.444  O80 1.461, H81 1.090, H82 1.090, H83 1.090
80 O -4.935 -4.196 -3.310  C79 1.461, H84 0.960
81 H -2.995 -4.106 -4.074  C79 1.090
82 H -4.080 -4.935 -5.128  C79 1.090
83 H -4.189 -3.150 -4.972  C79 1.090
84 H -5.703 -4.716 -3.557  O80 0.960
85 C -3.061 2.699 -0.405  O86 1.373, H87 1.090, H88 1.090, H89 1.090
86 O -2.069 2.849 -1.342  C85 1.373, H90 0.960
87 H -2.643 2.595 0.596  C85 1.090
88 H -3.793 3.507 -0.409  C85 1.090
89 H -3.731 1.874 -0.647  C85 1.090
90 H -1.733 1.964 -1.499  O86 0.960
91 C 1.260 3.538 -4.961  O92 1.437, H93 1.090, H94 1.090, H95 1.090
92 O 2.540 4.192 -4.951  C91 1.437, H96 0.960
93 H 0.460 4.257 -5.139  C91 1.090
94 H 1.299 2.768 -5.732  C91 1.090
95 H 1.150 2.954 -4.048  C91 1.090
96 H 2.501 5.005 -4.442  O92 0.960
97 C -4.611 -0.320 -4.635  C98 1.513, H108 1.090, H109 1.090, H110 1.090
98 C -5.911 0.124 -4.000  C97 1.513, C99 1.551, N103 1.539, C107 1.556
99 C -6.912 0.491 -5.126  C98 1.551, C100 1.530, H111 1.090, H112 1.090
100 C -8.360 0.652 -4.656  C99 1.530, C101 1.584, H113 1.090, H114 1.090
101 C -8.835 -0.649 -3.888  C100 1.584, C102 1.605, H115 1.090, H116 1.090
102 C -7.871 -1.110 -2.692  C101 1.605, N103 1.498, C105 1.575, C106 1.544
103 N -6.464 -1.072 -3.206  C98 1.539, C102 1.498, O104 1.367
104 O -5.570 -1.657 -2.353  N103 1.367, H126 0.960
105 C -8.104 -0.167 -1.452  C102 1.575, H117 1.090, H118 1.090, H119 1.090
106 C -8.171 -2.583 -2.340  C102 1.544, H120 1.090, H121 1.090, H122 1.090
107 C -5.688 1.433 -3.189  C98 1.556, H123 1.090, H124 1.090, H125 1.090
108 H -4.158 0.422 -5.292  C97 1.090
109 H -4.729 -1.160 -5.320  C97 1.090
110 H -3.802 -0.604 -3.963  C97 1.090
111 H -6.486 1.343 -5.656  C99 1.090
112 H -6.892 -0.259 -5.917  C99 1.090
113 H -9.093 1.072 -5.344  C100 1.090
114 H -8.431 1.452 -3.919  C100 1.090
115 H -8.946 -1.427 -4.643  C101 1.090
116 H -9.841 -0.505 -3.494  C101 1.090
117 H -7.954 0.882 -1.710  C105 1.090
118 H -9.144 -0.158 -1.125  C105 1.090
119 H -7.376 -0.316 -0.654  C105 1.090
120 H -9.225 -2.834 -2.227  C106 1.090
121 H -7.681 -3.174 -3.114  C106 1.090
122 H -7.739 -2.854 -1.377  C106 1.090
123 H -5.631 1.377 -2.102  C107 1.090
124 H -6.330 2.263 -3.486  C107 1.090
125 H -4.716 1.795 -3.523  C107 1.090
126 H -5.351 -2.476 -2.804  O104 0.960
127 C 2.058 5.400 3.974  C128 1.578, H138 1.090, H139 1.090, H140 1.090
128 C 0.501 5.197 4.130  C127 1.578, C129 1.562, N133 1.521, C137 1.560
129 C 0.092 4.636 5.529  C128 1.562, C130 1.499, H141 1.090, H142 1.090
130 C 0.102 5.653 6.630  C129 1.499, C131 1.554, H143 1.090, H144 1.090
131 C -0.719 6.918 6.251  C130 1.554, C132 1.536, H145 1.090, H146 1.090
132 C -0.393 7.539 4.884  C131 1.536, N133 1.496, C135 1.591, C136 1.560
133 N -0.326 6.446 3.865  C128 1.521, C132 1.496, O134 1.402
134 O -0.169 6.963 2.572  N133 1.402, H156 0.960
135 C -1.526 8.564 4.442  C132 1.591, H147 1.090, H148 1.090, H149 1.090
136 C 0.946 8.337 4.929  C132 1.560, H150 1.090, H151 1.090, H152 1.090
137 C 0.127 4.119 3.067  C128 1.560, H153 1.090, H154 1.090, H155 1.090
138 H 2.249 5.897 3.023  C127 1.090
139 H 2.710 4.537 4.107  C127 1.090
140 H 2.448 6.078 4.733  C127 1.090
141 H -0.847 4.083 5.526  C129 1.090
142 H 0.877 3.904 5.722  C129 1.090
143 H 1.156 5.902 6.753  C130 1.090
144 H -0.186 5.205 7.581  C130 1.090
145 H -0.550 7.651 7.041  C131 1.090
146 H -1.783 6.684 6.216  C131 1.090
147 H -2.470 8.031 4.332  C135 1.090
148 H -1.685 9.336 5.195  C135 1.090
149 H -1.294 9.024 3.481  C135 1.090
150 H 1.418 8.492 3.959  C136 1.090
151 H 0.777 9.305 5.400  C136 1.090
152 H 1.693 7.909 5.597  C136 1.090
153 H -0.959 4.019 3.065  C137 1.090
154 H 0.627 3.181 3.307  C137 1.090
155 H 0.407 4.420 2.058  C137 1.090
156 H -0.931 6.574 2.137  O134 0.960
157 C 4.206 -3.430 4.008  C158 1.573, H168 1.090, H169 1.090, H170 1.090
158 C 5.218 -2.896 2.929  C157 1.573, C159 1.608, N163 1.448, C167 1.526
159 C 4.352 -2.126 1.815  C158 1.608, C160 1.531, H171 1.090, H172 1.090
160 C 5.213 -1.197 0.955  C159 1.531, C161 1.522, H173 1.090, H174 1.090
161 C 5.788 -0.130 1.877  C160 1.522, C162 1.593, H175 1.090, H176 1.090
162 C 6.674 -0.737 3.053  C161 1.593, N163 1.495, C165 1.568, C166 1.556
163 N 6.125 -2.005 3.622  C158 1.448, C162 1.495, O164 1.349
164 O 6.894 -2.655 4.520  N163 1.349, H186 0.960
165 C 8.058 -1.091 2.408  C162 1.568, H177 1.090, H178 1.090, H179 1.090
166 C 6.886 0.337 4.159  C162 1.556, H180 1.090, H181 1.090, H182 1.090
167 C 5.907 -4.033 2.181  C158 1.526, H183 1.090, H184 1.090, H185 1.090
168 H 3.354 -3.896 3.514  C157 1.090
169 H 3.807 -2.637 4.641  C157 1.090
170 H 4.666 -4.148 4.687  C157 1.090
171 H 3.793 -2.833 1.203  C159 1.090
172 H 3.640 -1.566 2.422  C159 1.090
173 H 4.672 -0.693 0.154  C160 1.090
174 H 5.974 -1.746 0.401  C160 1.090
175 H 4.978 0.519 2.208  C161 1.090
176 H 6.398 0.500 1.230  C161 1.090
177 H 8.084 -1.837 1.613  C165 1.090
178 H 8.510 -0.208 1.956  C165 1.090
179 H 8.706 -1.451 3.207  C165 1.090
180 H 7.929 0.479 4.445  C166 1.090
181 H 6.639 1.295 3.702  C166 1.090
182 H 6.269 0.229 5.051  C166 1.090
183 H 5.158 -4.628 1.659  C167 1.090
184 H 6.411 -4.718 2.864  C167 1.090
185 H 6.502 -3.692 1.334  C167 1.090
186 H 6.689 -2.215 5.348  O164 0.960
187 C -1.188 -2.510 -1.363  C188 1.591, H198 1.090, H199 1.090, H200 1.090
188 C -1.539 -1.275 -0.423  C187 1.591, C189 1.571, N193 1.487, C197 1.538
189 C -1.366 -1.527 1.117  C188 1.571, C190 1.541, H201 1.090, H202 1.090
190 C 0.115 -1.634 1.529  C189 1.541, C191 1.522, H203 1.090, H204 1.090
191 C 0.925 -0.408 1.130  C190 1.522, C192 1.523, H205 1.090, H206 1.090
192 C 0.736 0.013 -0.322  C191 1.523, N193 1.525, C195 1.539, C196 1.588
193 N -0.732 -0.064 -0.728  C188 1.487, C192 1.525, O194 1.359
194 O -0.972 0.251 -2.028  N193 1.359, H216 0.960
195 C 1.233 1.468 -0.388  C192 1.539, H207 1.090, H208 1.090, H209 1.090
196 C 1.686 -0.887 -1.221  C192 1.588, H210 1.090, H211 1.090, H212 1.090
197 C -3.013 -0.837 -0.467  C188 1.538, H213 1.090, H214 1.090, H215 1.090
198 H -1.150 -2.169 -2.398  C187 1.090
199 H -1.904 -3.323 -1.486  C187 1.090
200 H -0.288 -3.017 -1.016  C187 1.090
201 H -1.796 -0.764 1.766  C189 1.090
202 H -1.856 -2.474 1.347  C189 1.090
203 H 0.674 -2.429 1.035  C190 1.090
204 H 0.197 -1.792 2.604  C190 1.090
205 H 1.966 -0.666 1.321  C191 1.090
206 H 0.713 0.465 1.746  C191 1.090
207 H 0.652 2.167 0.213  C195 1.090
208 H 2.304 1.590 -0.228  C195 1.090
209 H 1.061 1.794 -1.414  C195 1.090
210 H 2.749 -0.645 -1.195  C196 1.090
211 H 1.654 -1.904 -0.830  C196 1.090
212 H 1.370 -0.906 -2.263  C196 1.090
213 H -3.163 0.036 0.169  C197 1.090
214 H -3.732 -1.630 -0.265  C197 1.090
215 H -3.325 -0.563 -1.475  C197 1.090
216 H -0.789 -0.562 -2.505  O194 0.960
217 C 0.173 -5.664 -3.549  C218 1.555, H228 1.090, H229 1.090, H230 1.090
218 C 1.059 -6.390 -2.497  C217 1.555, C219 1.597, N223 1.485, C227 1.512
219 C 2.450 -5.608 -2.541  C218 1.597, C220 1.564, H231 1.090, H232 1.090
220 C 3.387 -5.746 -1.296  C219 1.564, C221 1.563, H233 1.090, H234 1.090
221 C 2.507 -5.388 -0.055  C220 1.563, C222 1.549, H235 1.090, H236 1.090
222 C 1.204 -6.213 0.091  C221 1.549, N223 1.494, C225 1.538, C226 1.498
223 N 0.407 -6.230 -1.172  C218 1.485, C222 1.494, O224 1.385
224 O -0.851 -6.806 -1.115  N223 1.385, H246 0.960
225 C 1.700 -7.597 0.543  C222 1.538, H237 1.090, H238 1.090, H239 1.090
226 C 0.396 -5.543 1.159  C222 1.498, H240 1.090, H241 1.090, H242 1.090
227 C 1.240 -7.851 -2.845  C218 1.512, H243 1.090, H244 1.090, H245 1.090
228 H 0.137 -4.576 -3.487  C217 1.090
229 H -0.861 -5.961 -3.725  C217 1.090
230 H 0.566 -5.854 -4.547  C217 1.090
231 H 3.049 -6.019 -3.353  C219 1.090
232 H 2.240 -4.558 -2.748  C219 1.090
233 H 4.312 -5.204 -1.496  C220 1.090
234 H 3.752 -6.773 -1.298  C220 1.090
235 H 2.298 -4.333 -0.234  C221 1.090
236 H 3.143 -5.467 0.827  C221 1.090
237 H 0.945 -8.319 0.231  C225 1.090
238 H 2.678 -7.962 0.230  C225 1.090
239 H 1.704 -7.775 1.618  C225 1.090
240 H -0.165 -4.663 0.843  C226 1.090
241 H -0.325 -6.198 1.648  C226 1.090
242 H 1.046 -5.297 1.998  C226 1.090
243 H 2.162 -8.259 -2.430  C227 1.090
244 H 1.276 -8.059 -3.914  C227 1.090
245 H 0.462 -8.533 -2.501  C227 1.090
246 H -1.329 -6.004 -1.340  O224 0.960
247 C -0.702 -4.256 -7.377  C248 1.600, H258 1.090, H259 1.090, H260 1.090
248 C -0.309 -2.708 -7.277  C247 1.600, C249 1.571, N253 1.493, C257 1.510
249 C -1.303 -2.023 -6.273  C248 1.571, C250 1.537, H261 1.090, H262 1.090
250 C -0.915 -0.637 -5.734  C249 1.537, C251 1.591, H263 1.090, H264 1.090
251 C 0.425 -0.861 -4.906  C250 1.591, C252 1.573, H265 1.090, H266 1.090
252 C 1.512 -1.499 -5.848  C251 1.573, N253 1.484, C255 1.539, C256 1.564
253 N 1.068 -2.624 -6.706  C248 1.493, C252 1.484, O254 1.333
254 O 2.004 -3.223 -7.442  N253 1.333, H276 0.960
255 C 2.153 -0.361 -6.662  C252 1.539, H267 1.090, H268 1.090, H269 1.090
256 C 2.670 -1.998 -4.922  C252 1.564, H270 1.090, H271 1.090, H272 1.090
257 C -0.480 -2.132 -8.662  C248 1.510, H273 1.090, H274 1.090, H275 1.090
258 H -0.119 -4.770 -8.141  C247 1.090
259 H -1.769 -4.373 -7.571  C247 1.090
260 H -0.525 -4.845 -6.477  C247 1.090
261 H -2.254 -1.771 -6.744  C249 1.090
262 H -1.432 -2.695 -5.425  C249 1.090
263 H -1.666 -0.259 -5.041  C250 1.090
264 H -0.770 0.127 -6.497  C250 1.090
265 H 0.355 -1.601 -4.108  C251 1.090
266 H 0.696 0.051 -4.375  C251 1.090
267 H 2.384 0.457 -5.979  C255 1.090
268 H 3.033 -0.731 -7.187  C255 1.090
269 H 1.464 0.059 -7.395  C255 1.090
270 H 3.560 -2.292 -5.478  C256 1.090
271 H 3.016 -1.325 -4.138  C256 1.090
272 H 2.342 -2.909 -4.422  C256 1.090
273 H 0.175 -1.270 -8.787  C257 1.090
274 H -1.495 -1.932 -9.005  C257 1.090
275 H -0.010 -2.804 -9.380  C257 1.090
276 H 2.160 -2.560 -8.119  O254 0.960
277 C -2.380 -2.176 6.924  C278 1.534, H288 1.090, H289 1.090, H290 1.090
278 C -2.291 -3.345 5.935  C277 1.534, C279 1.571, N283 1.502, C287 1.532
279 C -1.363 -3.013 4.711  C278 1.571, C280 1.542, H291 1.090, H292 1.090
280 C 0.131 -3.074 5.087  C279 1.542, C281 1.540, H293 1.090, H294 1.090
281 C 0.511 -4.472 5.607  C280 1.540, C282 1.555, H295 1.090, H296 1.090
282 C -0.390 -5.013 6.754  C281 1.555, N283 1.495, C285 1.589, C286 1.504
283 N -1.815 -4.666 6.467  C278 1.502, C282 1.495, O284 1.409
284 O -2.696 -5.281 7.380  N283 1.409, H306 0.960
285 C -0.360 -6.600 6.682  C282 1.589, H297 1.090, H298 1.090, H299 1.090
286 C 0.059 -4.528 8.105  C282 1.504, H300 1.090, H301 1.090, H302 1.090
287 C -3.677 -3.566 5.320  C278 1.532, H303 1.090, H304 1.090, H305 1.090
288 H -2.931 -1.341 6.489  C277 1.090
289 H -1.417 -1.701 7.110  C277 1.090
290 H -2.817 -2.516 7.863  C277 1.090
291 H -1.587 -3.690 3.887  C279 1.090
292 H -1.460 -2.016 4.282  C279 1.090
293 H 0.460 -2.310 5.791  C280 1.090
294 H 0.750 -2.957 4.198  C280 1.090
295 H 1.505 -4.334 6.034  C281 1.090
296 H 0.566 -5.196 4.794  C281 1.090
297 H -0.838 -6.875 5.742  C285 1.090
298 H 0.638 -7.038 6.663  C285 1.090
299 H -0.974 -7.100 7.431  C285 1.090
300 H 1.089 -4.827 8.297  C286 1.090
301 H -0.025 -3.442 8.149  C286 1.090
302 H -0.498 -4.955 8.939  C286 1.090
303 H -4.331 -3.713 6.179  C287 1.090
304 H -3.831 -4.423 4.664  C287 1.090
305 H -4.008 -2.614 4.906  C287 1.090
306 H -3.136 -5.905 6.799  O284 0.960
307 C 4.105 8.345 -2.781  C308 1.536, H318 1.090, H319 1.090, H320 1.090
308 C 4.206 6.821 -2.941  C307 1.536, C309 1.557, N313 1.484, C317 1.570
309 C 5.281 6.186 -2.012  C308 1.557, C310 1.551, H321 1.090, H322 1.090
310 C 4.792 6.062 -0.545  C309 1.551, C311 1.519, H323 1.090, H324 1.090
311 C 3.497 5.270 -0.530  C310 1.519, C312 1.522, H325 1.090, H326 1.090
312 C 2.349 5.826 -1.359  C311 1.522, N313 1.467, C315 1.524, C316 1.578
313 N 2.875 6.222 -2.669  C308 1.484, C312 1.467, O314 1.411
314 O 1.856 6.765 -3.479  N313 1.411, H336 0.960
315 C 1.397 4.643 -1.494  C312 1.524, H327 1.090, H328 1.090, H329 1.090
316 C 1.734 7.075 -0.614  C312 1.578, H330 1.090, H331 1.090, H332 1.090
317 C 4.668 6.310 -4.352  C308 1.570, H333 1.090, H334 1.090, H335 1.090
318 H 4.981 8.833 -3.209  C307 1.090
319 H 4.127 8.672 -1.741  C307 1.090
320 H 3.199 8.830 -3.145  C307 1.090
321 H 5.599 5.192 -2.326  C309 1.090
322 H 6.165 6.823 -2.014  C309 1.090
323 H 4.695 7.022 -0.037  C310 1.090
324 H 5.606 5.490 -0.100  C310 1.090
325 H 3.112 5.361 0.486  C311 1.090
326 H 3.627 4.194 -0.652  C311 1.090
327 H 2.013 3.810 -1.831  C315 1.090
328 H 0.804 4.395 -0.614  C315 1.090
329 H 0.633 4.890 -2.232  C315 1.090
330 H 2.235 8.043 -0.614  C316 1.090
331 H 0.774 7.344 -1.055  C316 1.090
332 H 1.559 6.870 0.442  C316 1.090
333 H 3.901 6.549 -5.088  C317 1.090
334 H 4.815 5.232 -4.415  C317 1.090
335 H 5.510 6.911 -4.695  C317 1.090
336 H 1.686 7.525 -2.918  O314 0.960

As for the total energy: -5725.6122 a.u. The LUMO energy is 0.10 eV. Its largest force on an atom is 5.186 eV Å⁻¹. The value obtained for the molar mass is 1770.7 g/mol. Its HOMO energy is -7.69 eV.